C22H19Br2FN5OTc | ωB97M-V/def2-TZVPD

The geometry in ORCA input format:
```
! RIJCOSX wB97M-V def2-TZVPD def2/J DEFGRID3
* xyz 3 2
Tc 0.69044 -0.11477 -0.14140
Br -1.31862 -5.30419 3.66049
C -0.79409 -3.87685 2.61792
C -1.70688 -2.89888 2.22821
C -1.26280 -1.85623 1.45742
N 0.01912 -1.71905 1.05113
C 0.89999 -2.67901 1.41570
C 0.52531 -3.75494 2.19453
C 2.26378 -2.50798 0.88976
C 3.27099 -3.38680 1.21996
C 4.53814 -3.23725 0.66072
Br 5.90174 -4.39860 1.08853
C 4.72805 -2.19224 -0.23400
C 3.67820 -1.34843 -0.50184
N 2.44458 -1.45306 0.04493
H -2.74570 -2.95357 2.52091
H -1.95913 -1.09329 1.15287
H 1.23714 -4.51610 2.47178
H 3.09447 -4.20098 1.90465
H 5.68013 -2.03162 -0.71987
H 3.85468 -0.55366 -1.20269
F -1.50274 4.97157 -1.77864
C -0.65579 3.99350 -1.62913
C 0.16597 4.00169 -0.49682
C 1.03821 2.96092 -0.34731
C 1.09321 1.89587 -1.30475
C 2.16280 0.95493 -1.24720
C 0.25716 1.97044 -2.46585
C -0.61812 3.00373 -2.62582
H 0.11869 4.83655 0.18978
H 1.73665 2.95246 0.48222
H 3.01075 1.21182 -0.61974
H 2.40482 0.41065 -2.15507
H 0.34396 1.20502 -3.22726
H -1.23982 3.11590 -3.50482
C -3.54473 0.07356 -2.32611
N -2.95181 0.71522 -1.12830
C -3.65487 1.57189 -0.32025
C -3.11907 2.11777 0.79608
C -1.78017 1.77642 1.15196
N -1.10870 0.94687 0.32970
C -1.69558 0.43154 -0.76101
O -0.91227 -0.37239 -1.37232
N -1.19406 2.23104 2.24396
H -4.44436 0.62073 -2.59017
H -3.78639 -0.96319 -2.10388
H -2.82814 0.11777 -3.14124
H -4.66982 1.77937 -0.63309
H -3.70911 2.77959 1.41350
H -1.69130 2.82732 2.88941
H -0.26491 1.93893 2.50247
*
```

Output
HOMO (alpha / beta) = -17.5914 / -17.5716 eV
gap between HOMO and LUMO (alpha / beta) = 0.2489 / 0.2533 hartree